# C4H8O2

A 2-piece molecular cluster, C4H8O2 overall in a non-equilibrium geometry (ωB97M-V with the def2-TZVPD basis set, the OMol25 dataset).

Geometry (Å):
C1 -0.80821 1.49429 -1.31317
O1 -0.42241 0.19260 -0.88491
C2 -0.58845 -0.14686 0.39636
C3 -0.02875 -1.24430 0.94126
C4 1.01828 -2.02206 0.27486
O2 1.43161 -3.09342 0.67210
H1 -0.95949 1.43022 -2.39290
H2 -0.01195 2.21617 -1.10488
H3 -1.74037 1.81919 -0.83446
H4 -1.16394 0.55777 1.00413
H5 -0.30445 -1.51959 1.95273
H6 1.46583 -1.54226 -0.62146
H7 1.03743 1.27580 0.81050
H8 1.07487 0.58246 1.09985

Summary:
HOMO energy (eV): -9.16
LUMO (eV): 0.52
Maximum force (eV/A): 1.3
ΔE to the lowest compared entry with this formula, charge and spin (kJ/mol): 344.7
Charge: 0
SMILES: CO/C=C\C=O.[H][H]
Frontier orbital gap (eV): 9.7
E_tot (eV): -8369.709